(1)
62
Properties=species:S:1:pos:R:3 method="wB97M-V/def2-TZVPD" total_energy_ha=-2368.4271 mol_weight_g_mol=705.41 multiplicity=8 homo_lumo_gap_ev="6.07 / 6.08"
I 3.89070 0.10337 0.62191
C -1.44106 1.66670 -4.44833
H 2.01502 3.08500 3.59045
C -2.89202 -2.35615 0.89269
N 0.01535 -1.74814 3.14513
N -0.28280 -0.09057 -3.28350
C -0.64498 -1.39899 0.32658
H 2.31595 -2.80647 -0.41400
H -1.57026 -3.39859 4.40057
O 0.00471 -0.32928 0.50925
N 1.65897 1.60126 -2.38507
H -1.28171 3.25735 2.60634
C -1.96872 -3.09620 3.42726
H -2.34499 1.42754 3.79850
C -0.34465 1.20281 -3.69295
C -1.86117 0.50542 3.46542
C -1.63745 -1.93568 1.32306
H -3.13161 -1.29030 -4.62298
H 3.49734 1.08069 3.56193
C -3.70219 -3.11535 1.73836
O -0.46439 -2.13022 -0.72097
H -4.69408 -3.42297 1.40252
C -1.27950 -0.92924 -3.60607
C -3.22244 -3.51440 2.99355
H -3.31349 1.13803 -5.37916
C -1.19937 -2.23168 2.63100
H 2.49220 -1.18135 3.33290
C 2.59984 2.41534 -1.89230
H 3.63273 -1.81715 -1.32545
C 0.20142 1.94448 3.49518
H 0.65894 -2.73488 -2.67639
H -3.20965 -2.08572 -0.11594
C 2.75509 3.74964 -2.28606
H -3.82474 -4.15604 3.63821
H 3.36503 -3.54578 -1.64145
H 1.86928 -1.60111 -3.58689
C 1.86724 4.26015 -3.23701
C -0.64482 3.19102 3.49856
H 0.15931 3.77082 -4.48532
C 2.41861 0.96550 3.54503
C -0.38013 0.67064 3.43751
H -2.17461 -0.29717 4.14341
C 0.47412 -0.45198 3.32426
C 1.71052 -2.48047 -2.92341
H -1.46760 2.71573 -4.73018
C -2.38023 -0.54469 -4.37983
Eu 1.51244 -0.94500 -1.43897
H -1.29433 3.24938 4.38180
C 2.85581 -2.62136 -1.37138
H 0.63986 -2.47453 3.48478
C -2.46425 0.78585 -4.79648
C 1.58619 2.08290 3.55114
H -2.25066 0.27701 2.46413
C 0.75849 2.09857 -3.26873
H 2.12212 -3.35073 -3.44624
C 1.86191 -0.29917 3.43467
H 3.24744 1.95439 -1.13011
H 3.55105 4.34131 -1.84512
H 0.00502 4.07221 3.50949
H -1.18690 -1.94857 -3.22477
H 1.94477 5.28951 -3.58393
C 0.86733 3.42733 -3.73657

=====

(2)
71
Properties=species:S:1:pos:R:3 method="wB97M-V/def2-TZVPD" total_energy_ha=-2346.3577 mol_weight_g_mol=592.44 multiplicity=1 smiles="O=C1OC[C@@H](F)O1.O=C1OC[C@@H](F)O1.O=C1OC[C@@H](F)O1.O=C1OC[C@@H](F)O1.C1CCOC1.CO.CO.CO" e_above_lowest_kj_mol=0.00 homo_lumo_gap_ev=9.36
C -0.56368 -8.79341 -4.35028
H -7.13510 3.85174 8.75183
C -1.82931 6.61914 -0.13199
O -6.63893 4.58586 5.75361
H -2.49468 6.27349 0.65915
F 3.07417 5.98648 6.78323
C 1.83700 -1.39205 -10.52253
H 4.04147 -3.14256 -2.96022
H 3.86407 -4.00314 -1.40612
H 0.85994 1.10942 9.38657
F -7.57010 2.34683 7.54317
C 0.59336 -8.77950 -3.32831
H -2.31535 7.43335 -0.66951
H 3.19359 -3.72649 -8.56461
O 0.44439 0.67210 7.42708
H 5.29079 -2.94513 -1.79187
H -0.84173 1.10850 9.03054
F -3.04156 0.24724 1.42728
H 1.35323 6.17280 5.83230
O 3.82948 5.94544 3.93181
H -0.10190 7.41352 -0.39790
O -0.54392 -0.41776 -0.09708
O 4.52561 8.02326 3.56850
C 2.75754 -2.56497 -10.32035
H 5.64611 -4.27942 -3.55853
H -1.73101 -0.35874 2.80159
H 2.99762 4.33472 5.05525
F -0.04732 -8.36257 -5.51207
C -5.41761 4.20355 6.21686
C 0.13335 1.36124 8.61407
C -1.89268 -0.39007 1.72410
C -1.17886 -1.54712 -0.03828
H -1.32213 -8.06557 -4.06200
C 1.55346 -2.34182 -8.36667
H -1.08683 1.43307 0.90803
H 1.14679 -1.59983 -11.34016
C -7.62423 4.55941 6.81254
H 2.29086 -3.49819 -10.63567
C -0.80465 0.39173 1.06321
O 1.10506 -10.09500 -3.34170
O 5.33768 -4.70068 -2.75292
H 0.01645 2.43719 8.48461
H -1.59437 5.76310 -0.76452
O 0.28930 -12.09547 -4.13147
C 2.95677 -2.71310 -8.88872
H 0.70344 -0.21653 7.68170
O 1.14531 -1.32393 -9.27060
O -1.11132 -2.41937 -0.94230
C -6.94384 3.56364 7.71813
H -7.59027 5.53477 7.29794
H 3.66669 -1.93207 -8.61651
C 4.57024 -3.67167 -2.16741
H 1.93283 5.19379 3.87435
H 0.15591 -8.44695 -2.38695
O 2.87938 7.45522 5.23055
O -5.54262 3.54373 7.37872
O -0.88319 -10.18356 -4.44372
O -1.93654 -1.63811 1.02956
H 1.56105 -2.05101 -7.31621
C 3.81316 7.21345 4.21248
H 0.86869 -3.18821 -8.41994
C 2.42648 6.18919 5.64266
H 1.33961 -8.02801 -3.58612
O -0.62750 7.19486 0.37511
H 2.44785 -0.48936 -10.53272
H 0.12754 0.47557 1.62186
C 2.79841 5.27016 4.53240
H 3.68702 -2.43475 -10.87461
C 0.19257 -10.89150 -3.99436
O -4.38603 4.42276 5.61079
H -8.65674 4.39718 6.50319

=====

(3)
41
Properties=species:S:1:pos:R:3 method="wB97M-V/def2-TZVPD" total_energy_ha=-2369.1864 mol_weight_g_mol=412.29 multiplicity=1 smiles="CO[C@]1(NS(=O)(=O)c2ccc(C)cc2)C(Cl)=C(Cl)C(=O)c2ccccc21" e_above_lowest_kj_mol=20.96 homo_lumo_gap_ev=8.62
O 2.17876 -2.15681 -1.43657
H -1.79741 0.22384 4.48225
H 1.20804 -0.57873 -3.13756
H 0.26278 -2.31290 1.30510
C 0.36262 0.16950 1.88131
C 2.30667 0.09934 0.30407
C 3.17840 -2.12495 2.38865
C -1.95030 1.46682 2.74401
C -0.21799 1.16506 1.09682
H -2.62777 1.97307 -4.40124
C -2.25734 0.15679 -1.62852
N 0.95847 -1.84369 0.74801
Cl 3.91373 -0.35430 0.02546
S 0.87041 -2.25511 -0.86991
C -1.83714 0.87990 -2.74055
C 1.74070 1.08139 -0.41871
C -0.58954 0.60321 -3.29393
C -1.37832 1.80356 1.53404
H -1.75339 -1.36575 -0.19504
C 1.52992 -0.65867 1.36757
H -2.84534 1.96791 3.07962
C -1.36391 0.48560 3.52890
H -3.72756 1.85068 -3.01563
H 0.23581 -0.93259 3.69952
C 0.38129 1.59678 -0.18007
C -2.68925 1.96360 -3.31573
C 0.23385 -0.35449 -2.73285
H -1.80454 2.56677 0.90082
Cl 2.59989 1.86202 -1.68213
H 4.21455 -1.78606 2.43534
H -2.32586 2.92344 -2.94968
C -0.19343 -1.03539 -1.60962
O 2.30876 -1.00149 2.48129
O 0.21265 -3.52598 -0.84521
H 2.96829 -2.76783 3.24621
C -0.22319 -0.16765 3.09349
H -3.22673 0.35559 -1.19629
O -0.17138 2.35922 -0.94519
C -1.43778 -0.80059 -1.05858
H 3.00990 -2.68693 1.46988
H -0.25734 1.15587 -4.15935

=====

(4)
12
Properties=species:S:1:pos:R:3 method="wB97M-V/def2-TZVPD" total_energy_ha=-561.9376 mol_weight_g_mol=200.99 multiplicity=1 total_charge=+1 smiles="COC(=[NH2+])NI" e_above_lowest_kj_mol=115.22 homo_lumo_gap_ev=9.14
C -0.46508 0.77505 0.66881
C 0.19634 -0.52867 -1.32967
H 0.23310 0.18276 2.44018
H -1.33705 2.56594 0.26799
N -1.31570 1.99818 1.10546
I -1.25899 2.65345 3.00065
H -0.35526 -1.35843 -1.23478
O -0.46661 0.52605 -0.60382
N 0.02621 -0.13319 1.51445
H 1.14989 -0.56918 -1.05109
H 0.02821 -0.21751 -2.27868
H 0.60108 -0.90240 1.19475

=====

(5)
17
Properties=species:S:1:pos:R:3 method="wB97M-V/def2-TZVPD" total_energy_ha=-285.0738 mol_weight_g_mol=89.14 multiplicity=1 smiles="[H]/N=C/N.CCN" e_above_lowest_kj_mol=273.23 homo_lumo_gap_ev=9.39
H 2.74481 -0.00917 -0.80274
H 0.40353 1.55692 -1.85797
N -2.18298 -0.65283 0.99716
N 1.63589 2.55016 -0.46780
H -3.65462 -1.70660 2.15735
N -1.84250 -2.87425 1.67598
H 0.85178 0.05166 -0.51034
C 1.77286 0.22096 -1.21341
C 1.37868 1.78169 -1.59977
H 1.42472 2.19550 0.48668
H -2.31807 -3.66947 1.96525
H -0.99278 -2.39590 1.16701
H 2.63040 2.74823 -0.30764
H 1.92455 2.14685 -2.41738
H -2.82504 0.14375 1.19656
H 1.62799 -0.36150 -2.16206
C -2.57922 -1.72599 1.69310

=====

(6)
39
Properties=species:S:1:pos:R:3 method="wB97M-V/def2-TZVPD" total_energy_ha=-939.4367 mol_weight_g_mol=291.35 multiplicity=1 smiles="COc1ccc([C@@H](c2ccccc2)n2ccccc2=O)cc1" e_above_lowest_kj_mol=139.09 homo_lumo_gap_ev=8.92
H 1.78196 1.91002 0.09857
C 3.17420 0.39942 -0.39994
C 0.75863 0.07859 -0.46949
H 4.60401 -2.99118 -2.25051
C 4.93030 -2.74090 -1.23331
H -1.06490 4.24544 3.57519
H -1.43250 0.17431 2.12816
H -1.69169 1.83265 3.97109
H -5.06839 -0.19646 -1.35019
C -0.96131 3.51189 2.78066
O -0.16523 3.29881 -0.69840
C 0.96887 -1.18441 -1.02802
H -4.80726 -2.68479 -1.18092
C 2.24483 -1.71846 -1.18070
H -3.15664 1.29382 -0.80278
C -0.48396 3.89227 1.56564
C -3.99803 -2.02310 -0.86709
H -0.91962 -2.09222 0.60792
C -4.13381 -0.63438 -0.99738
C -0.64715 0.65112 -0.32169
O 4.65961 -1.35452 -0.93893
C -1.32024 2.16477 3.00425
C -1.77824 -1.68663 0.06230
H 2.37426 -2.73135 -1.57438
H 4.04881 1.02252 -0.21316
H 0.12078 -1.78915 -1.33767
C 1.88713 0.87662 -0.21831
C -3.05674 0.20659 -0.69999
N -0.76471 1.60242 0.75774
C -2.82554 -2.54396 -0.31903
C -0.45436 2.96106 0.45796
H -0.77304 1.23187 -1.24768
H -2.71506 -3.62101 -0.18308
C -1.19119 1.23296 1.99680
H 6.01489 -2.82264 -1.15686
C -1.82239 -0.33002 -0.30414
H 4.44610 -3.40373 -0.50398
C 3.37055 -0.93268 -0.83724
H -0.15293 4.89447 1.30857